Entry 1:
A single C30H31ClFN3O4 molecule, computed with ωB97M-V/def2-TZVPD.

Relative energy (zero: lowest compared OMol25 entry of this formula, charge and spin): 0.00 kcal/mol
Total charge: 0
Gap between HOMO and LUMO: 9.485 eV

Last column: natural (NBO) charge in e.
CARTESIAN COORDINATES (ANGSTROEM)
C 1.43326 4.55974 0.18091  -0.61
H 0.77418 3.95146 0.79350  0.22
H 1.97388 5.23451 0.84021  0.21
H 0.83038 5.16184 -0.49658  0.20
C 2.42188 3.70360 -0.60808  -0.22
C 3.40131 4.60492 -1.35943  -0.60
H 3.90467 5.27585 -0.66814  0.21
H 4.15574 4.01140 -1.86967  0.21
H 2.87419 5.20593 -2.09748  0.20
H 2.99301 3.08789 0.09472  0.20
C 1.71933 2.77832 -1.61373  -0.40
C 1.12469 1.50348 -1.00208  0.07
N 0.18567 1.72834 0.07458  -0.47
C 0.51942 1.02840 1.19324  0.81
O -0.06986 0.97345 2.23845  -0.59
N 1.77531 0.43015 0.93840  -0.50
C 2.22984 0.68578 -0.33397  0.73
O 3.29433 0.39498 -0.80188  -0.55
C 2.44614 -0.38799 1.87613  0.15
C 1.71538 -1.28401 2.64527  -0.24
C 2.39683 -2.08440 3.54173  0.40
C 3.77075 -2.02939 3.68772  -0.29
C 4.47947 -1.13359 2.90633  -0.18
C 3.82746 -0.31025 2.00573  -0.22
H 4.38617 0.37872 1.39454  0.24
H 5.55240 -1.07385 3.00187  0.22
H 4.26250 -2.67653 4.39606  0.23
F 1.69339 -2.95914 4.28765  -0.32
H 0.64352 -1.35367 2.56763  0.24
C -1.12740 2.03971 -0.46829  -0.04
C -2.28479 1.78852 0.45802  0.03
C -2.52431 0.54386 1.02745  -0.18
C -3.60403 0.34229 1.86391  -0.23
C -4.46275 1.39567 2.13322  -0.02
C -4.24384 2.64431 1.57611  -0.24
C -3.15533 2.83214 0.74526  -0.19
H -2.98510 3.80826 0.31486  0.21
H -4.91592 3.45968 1.79186  0.23
Cl -5.81651 1.14996 3.17155  0.01
H -3.77967 -0.62539 2.30611  0.23
H -1.86049 -0.28258 0.83144  0.21
H -1.11923 3.10867 -0.71785  0.21
C -1.16314 1.24128 -1.82048  -0.33
C -2.00667 -0.01776 -1.74335  0.73
O -3.20254 -0.09777 -1.80700  -0.55
N -1.14889 -1.08966 -1.58487  -0.48
C 0.17982 -0.75468 -1.68729  0.71
O 1.10538 -1.50472 -1.53171  -0.56
C 0.26553 0.73204 -2.02588  -0.31
H 0.64631 0.84214 -3.04184  0.26
C -1.64121 -2.44989 -1.37930  -0.06
C -1.27360 -3.33721 -2.56823  -0.40
C -1.84581 -4.73688 -2.36501  -0.40
C -1.32238 -5.34276 -1.06662  -0.40
C -1.67573 -4.44813 0.11696  -0.40
C -1.10018 -3.04895 -0.08101  -0.41
H -0.01169 -3.10340 -0.13552  0.23
H -1.37197 -2.41562 0.76688  0.20
H -1.28028 -4.87505 1.03992  0.22
H -2.76215 -4.38376 0.21402  0.19
H -1.75006 -6.33622 -0.92147  0.21
H -0.23743 -5.44853 -1.12829  0.20
H -1.57049 -5.36891 -3.21084  0.21
H -2.93621 -4.68068 -2.32842  0.20
H -0.18644 -3.39204 -2.64867  0.22
H -1.66670 -2.89782 -3.48815  0.21
H -2.73174 -2.35116 -1.31713  0.24
H -1.54312 1.88045 -2.61728  0.25
H 0.94046 3.33407 -2.13957  0.20
H 2.45503 2.44061 -2.34712  0.24


Entry 2:
C31H45InN7OS3Si4Te as an isolated structure, computed with ωB97M-V/def2-TZVPD.

Relative energy (zero: lowest compared OMol25 entry of this formula, charge and spin): 1.92 kcal/mol
Total charge: -1
Gap between HOMO and LUMO: 6.489 eV

Last column: Löwdin charge in e.
CARTESIAN COORDINATES (ANGSTROEM)
In -1.80963 -0.87397 1.29883  -0.07
C 1.44784 0.13304 4.51244  -0.02
C 0.50926 -0.46738 3.51293  -0.27
N -0.41800 0.18962 2.91553  -0.03
N -0.54732 1.50762 3.20355  -0.01
C -1.58714 2.09703 2.64984  -0.84
N -1.69566 3.42380 2.95460  0.06
S -2.78697 1.47352 1.59346  0.68
C 0.61284 -1.91071 3.19875  -0.23
C 1.61361 -2.70994 3.74408  -0.02
C 1.64787 -4.05500 3.41558  -0.05
C 0.68218 -4.57099 2.56847  -0.04
C -0.28003 -3.70945 2.06593  -0.13
N -0.29982 -2.41920 2.36939  0.01
H 1.16750 1.16304 4.70395  0.07
H 1.42456 -0.43102 5.44680  0.09
H 2.47202 0.10842 4.13354  0.07
H -1.18532 3.73411 3.76503  0.09
H -2.56518 3.87654 2.73632  0.07
H 2.35748 -2.28437 4.40135  0.11
H 2.42333 -4.69237 3.82102  0.11
H 0.66913 -5.61564 2.29219  0.11
H -1.06760 -4.04214 1.39930  0.08
O -3.38587 0.39988 -1.79688  -0.11
C -3.73659 1.66747 -2.28168  -0.21
C -2.92168 2.77312 -1.64950  -0.29
C -3.47805 4.00940 -1.33761  -0.03
C -2.69537 4.94574 -0.68527  -0.08
C -1.39168 4.61091 -0.35031  -0.08
C -0.92419 3.36227 -0.72538  -0.16
N -1.65641 2.47408 -1.38545  0.12
H -2.43460 0.24576 -1.92556  0.00
H -4.78903 1.81393 -2.03289  0.12
H -3.64933 1.72816 -3.37753  0.12
H -4.51434 4.21370 -1.57591  0.11
H -3.10244 5.91372 -0.41918  0.10
H -0.75552 5.29003 0.20080  0.10
H 0.07960 3.04530 -0.46566  0.08
S -3.41089 -1.74468 3.16632  0.58
C -4.74921 -2.10209 2.11453  -0.70
C -6.04796 -2.02205 2.62725  -0.07
C -7.16449 -2.30850 1.85791  -0.20
C -8.46787 -2.22033 2.44802  -0.19
N -9.50410 -2.14784 2.94204  0.15
C -7.00059 -2.66933 0.51146  -0.20
C -5.71906 -2.73706 -0.01648  -0.07
C -4.58784 -2.48066 0.75641  -0.66
S -3.02233 -2.66125 -0.01190  0.56
C -8.12847 -2.95934 -0.32199  -0.19
N -9.02374 -3.19491 -1.00514  0.14
H -6.17915 -1.72802 3.65962  0.11
H -5.59026 -2.99877 -1.05799  0.11
C 3.56503 1.28678 -4.33578  -0.23
Si 2.07783 1.55014 -3.19830  0.34
C 2.19227 3.36215 -2.68363  -0.21
C 0.51030 1.26442 -4.18635  -0.22
Si 2.17629 0.00854 -1.41716  0.04
Te -0.00333 -1.10281 -0.91834  0.53
Si 3.33477 -1.89534 -2.17701  0.30
C 5.16684 -1.61818 -2.55378  -0.22
C 2.49825 -2.51779 -3.74477  -0.22
C 3.26498 -3.26147 -0.88175  -0.23
Si 3.32969 0.90759 0.40226  0.33
C 3.75187 -0.44211 1.64426  -0.21
C 2.33343 2.24741 1.26841  -0.21
C 4.95141 1.66293 -0.20436  -0.21
H 3.53559 2.01889 -5.14819  0.03
H 3.56450 0.29069 -4.78097  0.01
H 4.50980 1.41779 -3.80478  0.02
H 2.24422 3.97915 -3.58580  0.03
H 3.09573 3.55200 -2.10109  0.01
H 1.33518 3.69892 -2.10249  0.00
H 0.42526 1.98932 -5.00121  0.03
H -0.36506 1.35210 -3.54167  0.00
H 0.50799 0.25961 -4.61506  0.03
H 5.34163 -0.80442 -3.25732  0.01
H 5.57989 -2.53320 -2.98924  0.03
H 5.72940 -1.40498 -1.64177  0.01
H 2.55529 -1.78748 -4.55400  0.01
H 1.44389 -2.72795 -3.55716  0.01
H 2.97841 -3.43918 -4.08692  0.03
H 3.88751 -3.02159 -0.01823  0.01
H 3.63092 -4.20009 -1.30869  0.03
H 2.24282 -3.41420 -0.53287  -0.01
H 2.85597 -1.00170 1.92129  0.01
H 4.19804 -0.01642 2.54758  0.03
H 4.46268 -1.15497 1.22295  0.02
H 1.38396 1.86218 1.64776  0.00
H 2.11405 3.07162 0.58637  0.01
H 2.89279 2.65746 2.11490  0.03
H 5.56224 0.91952 -0.72131  0.01
H 5.53549 2.05921 0.63084  0.03
H 4.76870 2.48224 -0.90159  0.01


Entry 3:
A 2-piece molecular cluster, C21H26BNO6 overall, computed with ωB97M-V/def2-TZVPD.

Relative energy (zero: lowest compared OMol25 entry of this formula, charge and spin): 234.37 kcal/mol
Total charge: 0
Gap between HOMO and LUMO: 8.212 eV

Last column: natural (NBO) charge in e.
CARTESIAN COORDINATES (ANGSTROEM)
C 0.90927 -3.32550 0.89238  -0.63
C 0.85382 -3.59612 -0.71456  -0.41
C 1.06291 -2.18606 -1.45283  -0.40
C -0.19151 -1.18986 -1.35385  -0.41
C 0.15747 0.30391 -1.91777  -0.46
C 1.08752 1.14254 -0.93318  0.06
C 0.48129 2.08813 0.13653  -0.03
C -1.07215 2.37791 0.36299  -0.48
C -1.98122 1.07658 0.50920  0.00
C -1.89901 0.02654 1.64167  -0.23
C -2.86372 -1.20813 1.73384  -0.21
C -3.97642 -1.40969 0.65819  -0.29
C -4.05941 -0.37319 -0.49269  -0.21
C -3.09427 0.86613 -0.58939  0.00
C -3.33023 1.83981 -1.83213  -0.67
C 1.49256 2.83282 1.09109  0.33
O 1.05594 3.71189 2.15993  -0.71
B 0.92066 2.90141 3.34407  1.30
O 0.37328 3.37102 4.60458  -0.90
O 1.30673 1.48351 3.31827  -0.92
C 3.05193 2.67257 0.97121  -0.22
C 3.67339 1.77162 -0.12362  -0.12
C 2.62871 1.03657 -1.01733  -0.15
C 3.59698 0.22570 -1.98608  0.67
O 3.39247 -0.66819 -2.83470  -0.51
N 5.00358 0.72768 -1.81576  -0.70
C 5.18334 1.44940 -0.51358  0.68
O 6.26724 1.71940 0.03604  -0.49
H -0.17240 -3.22336 1.24311  0.21
H 1.44467 -2.32778 1.13663  0.20
H 1.47903 -4.17995 1.41948  0.21
H -0.09401 -4.13565 -1.04745  0.23
H 1.79177 -4.23824 -0.93652  0.20
H 1.37100 -2.39302 -2.54969  0.22
H 1.93808 -1.65643 -0.90972  0.19
H -1.04626 -1.67159 -1.94818  0.22
H -0.42223 -1.05783 -0.23870  0.22
H -0.79841 0.86277 -2.24253  0.23
H 0.75106 0.12999 -2.89315  0.24
H -1.40596 3.10181 -0.46088  0.25
H -1.18158 2.96923 1.35163  0.25
H -1.11868 0.13061 2.46534  0.20
H -2.81266 -1.96108 2.59177  0.24
H -4.74029 -2.25629 0.66123  0.24
H -4.87900 -0.48730 -1.29131  0.23
H -3.16108 2.94599 -1.61326  0.23
H -2.67390 1.55341 -2.74296  0.23
H -4.42009 1.71423 -2.20128  0.23
H -0.18230 2.60983 4.91255  0.49
H 0.44648 1.02614 3.50762  0.48
H 3.74157 3.25222 1.69082  0.25
H 5.02793 1.51579 -2.50244  0.40
O -2.66691 -3.99994 -0.67964  -0.94
H -3.03378 -3.18901 -0.29778  0.48
H -3.21320 -4.70294 -0.30717  0.47


Entry 4:
A single C4H7ClS molecule, computed with ωB97M-V/def2-TZVPD.

Relative energy (zero: lowest compared OMol25 entry of this formula, charge and spin): 51.83 kcal/mol
Total charge: 0
Gap between HOMO and LUMO: 9.344 eV

Last column: natural (NBO) charge in e.
CARTESIAN COORDINATES (ANGSTROEM)
C 1.48863 1.04180 -1.45428  -0.75
C -0.64204 -0.63449 0.12823  -0.19
C -1.16465 -1.80255 0.35979  -0.38
C -0.36699 0.30062 1.29230  -0.45
H 1.39698 1.82655 -0.68302  0.21
H 1.50782 1.64526 -2.56573  0.26
H 2.53204 0.59394 -1.10826  0.23
H -1.46052 -2.22830 1.29014  0.21
H -1.61751 -2.60362 -0.48906  0.21
H 0.76917 0.46164 1.46324  0.23
H -0.88949 -0.20190 2.16179  0.23
S -0.12068 -0.03169 -1.46660  0.20
Cl -1.43275 1.63274 1.07145  -0.01